DFT (ωB97M-V/def2-TZVPD) results for a 8-piece molecular cluster, C24H56N8O8 overall.

Results
Spin multiplicity   2
Frontier orbital gap (alpha / beta)   1.778 / 8.924 eV
E_HOMO (alpha / beta)   0.0070 / -0.2572 Eh
Relative energy (zero: lowest compared OMol25 entry of this formula, charge and spin)   159.72 kcal per mole
DFT total energy   -54092.571 eV
Charge   -1

Positions of all 96 atoms, in Å:
C 10.5758 5.3574 8.8857
O 11.4921 4.5922 9.1054
N 9.2358 5.0685 9.0871
C 8.1085 6.0398 8.9498
C 8.7797 3.6984 9.4958
H 10.8942 6.4074 8.7953
H 7.9171 6.5834 9.8749
H 7.2956 5.4624 8.5094
H 8.3135 6.8321 8.2298
H 8.3139 3.7294 10.4808
H 8.1621 3.2210 8.7351
H 9.6417 3.0646 9.7041
C 9.5330 9.4918 9.6306
O 10.2131 9.9443 8.6893
N 8.4343 10.0727 10.1729
C 7.9461 11.3229 9.5196
C 7.5073 9.3281 10.9966
H 9.7556 8.5093 10.0748
H 8.6926 12.0701 9.2503
H 7.4298 11.9408 10.2542
H 7.2638 11.3295 8.6696
H 8.0118 8.4570 11.4148
H 7.2282 10.0073 11.8022
H 6.5110 9.1677 10.5846
C 4.5160 7.7126 11.5955
O 4.3536 6.9665 10.5746
N 5.3922 7.3202 12.5822
C 5.6108 8.3663 13.5856
C 5.9976 5.9976 12.7090
H 4.0940 8.7118 11.7851
H 5.3760 8.0559 14.6037
H 5.0378 9.2651 13.3578
H 6.6452 8.6503 13.3918
H 6.5050 5.8196 13.6571
H 5.2300 5.2664 12.4553
H 6.8902 6.0422 12.0849
C 10.1046 6.2290 15.6428
O 10.1333 7.0887 14.7812
N 9.0868 5.6350 16.2041
C 9.1856 4.3585 16.8873
C 7.7468 6.0928 15.8954
H 11.0165 5.8177 16.1027
H 10.2099 4.0716 16.6498
H 8.6566 3.5610 16.3656
H 8.9548 4.3203 17.9519
H 7.2155 5.4125 15.2298
H 7.0477 6.2590 16.7149
H 7.6802 7.1158 15.5250
C 1.9449 11.2681 13.5308
O 2.7663 10.5649 12.9727
N 1.3274 12.3425 12.9172
C 0.3274 13.1467 13.7354
C 1.3858 12.6497 11.5172
H 1.6510 11.3139 14.5908
H -0.6627 12.9579 13.3205
H 0.6373 14.1732 13.5396
H 0.2015 13.1103 14.8175
H 2.0140 13.5350 11.4179
H 1.9669 11.8800 11.0094
H 0.4006 12.8286 11.0867
C 3.4691 8.7562 17.1244
O 4.4856 8.0220 16.9473
N 2.7603 8.5026 18.2502
C 1.6141 9.3152 18.6561
C 2.9539 7.2666 19.0161
H 3.1550 9.6269 16.5281
H 1.7146 9.4133 19.7371
H 0.7577 8.6588 18.5020
H 1.8083 10.2590 18.1466
H 2.9847 7.6583 20.0328
H 2.1460 6.5496 18.8702
H 3.8360 6.6890 18.7398
C 5.2235 3.8739 5.7936
O 5.4443 2.7105 5.4947
N 4.6576 4.2480 7.0093
C 3.9412 3.2311 7.8186
C 4.5142 5.7064 7.3664
H 5.5384 4.7316 5.1794
H 3.8955 2.4090 7.1043
H 2.9407 3.5814 8.0724
H 4.4066 2.9625 8.7669
H 3.6467 6.0942 6.8323
H 4.4619 5.8498 8.4456
H 5.3261 6.3317 6.9951
C -0.8460 8.4853 9.3073
O -0.7112 8.6470 8.1144
N 0.2068 8.3806 10.1555
C 1.6374 8.3946 9.8532
C -0.0758 7.7999 11.4612
H -1.8416 8.3191 9.7468
H 2.1368 9.3270 10.1166
H 1.7300 8.4668 8.7696
H 2.2582 7.5474 10.1447
H 0.4467 6.8900 11.7567
H 0.4205 8.6274 11.9683
H -1.0652 7.8228 11.9178